{"formula": "C19H32N3Pd", "method": "ωB97M-V/def2-TZVPD", "symbols": ["H", "H", "H", "H", "H", "H", "C", "C", "N", "C", "H", "H", "H", "H", "C", "H", "H", "H", "H", "H", "C", "N", "H", "H", "C", "C", "Pd", "H", "C", "C", "C", "H", "H", "N", "C", "C", "C", "H", "C", "H", "H", "H", "H", "C", "H", "H", "C", "H", "C", "H", "H", "H", "C", "C", "H"], "xyz": [[2.6858, 3.6130, -1.3518], [0.5869, -6.6021, 2.8966], [-0.8875, -0.9942, -3.1157], [3.4297, -4.4292, 3.8677], [-1.3707, -3.5691, 1.9806], [-1.1967, -4.3626, 0.3791], [0.7149, 3.0260, -2.0819], [-1.4594, -1.9449, -1.1618], [1.1667, -2.8347, 0.8285], [-2.3419, -1.4537, -0.0828], [1.5948, -6.4463, 1.4178], [3.8102, -2.5317, 2.5690], [1.4485, 3.3718, -0.1195], [-2.8758, -2.0756, 0.6446], [-2.0750, 0.2315, -1.6701], [2.1577, 1.4722, 1.6333], [3.1198, -2.4577, 0.9276], [-3.3670, 0.5450, 0.1384], [-0.9644, -1.2787, 3.1054], [-0.2657, 1.6676, -3.3893], [-1.0862, 0.7884, 2.1694], [0.3184, -4.8153, 1.8118], [-0.1550, -6.7733, 1.2951], [1.2985, 2.2011, -4.0139], [1.8140, 3.0148, -1.0853], [0.9618, -0.3027, 2.3314], [-0.5049, -0.9413, 0.6766], [-0.7910, 3.2093, -0.6316], [-1.3522, -0.9047, -2.1356], [1.1837, 1.0253, 1.8396], [-0.5864, 3.5439, -1.6511], [1.7209, -1.0546, 2.5410], [-1.6858, -5.3193, 1.7987], [2.5856, -4.1330, 1.9901], [1.3187, -3.9067, 1.5505], [2.9636, -5.0212, 3.0635], [0.6188, -6.2361, 1.8606], [0.2026, -2.7490, 0.4606], [-0.4559, -0.4342, 2.6479], [3.7139, -5.7296, 2.6824], [-0.6357, 4.6358, -1.6423], [-1.1063, -2.9698, -1.2391], [-2.1255, 1.0255, 2.3754], [-0.0579, 1.6882, 1.7418], [4.4785, -3.5794, 1.2876], [-2.3086, 1.1119, -2.2737], [-2.6607, -0.0699, -0.4210], [1.2469, 1.0621, -2.6722], [3.5639, -3.1164, 1.6736], [2.1065, -5.5576, 3.4662], [2.1756, 1.9860, -0.9523], [-0.1924, 2.7392, 1.4609], [0.7513, 1.9499, -3.0990], [-1.0567, -4.4858, 1.4654], [-1.3743, 3.1742, -2.3007]], "atomic_forces_ev_per_a": [[0.07, 0.12, -0.08], [0.03, -0.15, -0.34], [0.08, 0.08, 0.44], [-0.16, -0.23, -0.15], [0.00, -0.19, -0.13], [-0.03, -0.09, 0.21], [0.43, -0.63, 0.09], [-1.17, 0.70, -0.02], [-1.61, 0.93, -0.56], [-0.89, 0.39, -0.92], [-0.19, -0.04, 0.08], [0.05, -0.09, -0.05], [0.18, 0.12, 0.03], [0.19, 0.33, -0.44], [0.45, -0.81, -1.24], [-0.41, -0.30, -0.10], [0.49, -0.13, 0.11], [0.38, -0.14, -0.24], [0.27, 0.40, 0.42], [0.17, -0.01, -0.18], [0.19, -1.12, 1.45], [0.22, 0.18, 0.08], [0.34, 0.07, 0.06], [0.02, 0.04, 0.03], [0.19, 0.03, 0.27], [0.34, 1.13, 0.86], [0.77, 1.55, -1.77], [-0.24, 0.02, 0.19], [-0.20, 0.24, 0.50], [0.00, -0.80, 0.12], [-0.43, 0.40, -0.05], [-0.29, 0.39, -0.09], [0.08, 0.36, -0.05], [-0.43, 0.02, 0.07], [-0.10, -0.07, -0.24], [0.32, -0.09, 0.24], [-0.34, -0.52, 0.11], [0.73, -1.39, -0.06], [-0.37, 1.22, 0.11], [-0.20, 0.01, 0.31], [-0.05, 0.07, 0.05], [-0.08, 0.31, -0.22], [0.23, 0.03, -0.30], [0.35, 0.02, 0.12], [-0.09, 0.09, 0.11], [0.35, -0.26, 0.41], [-0.35, -1.77, 1.22], [-0.09, 0.05, -0.22], [0.45, 0.13, -0.20], [0.35, 0.18, 0.04], [0.06, 0.09, 0.06], [-0.02, -0.64, 0.07], [-0.03, -0.37, -0.28], [0.20, -0.05, 0.11], [-0.23, 0.16, -0.04]], "energy_ev": -28158.955, "de_lowest_ev": 0.411, "charge": 1, "multiplicity": 5, "gap_ev": [7.519, 5.675], "lumo_ev": [-1.9504, -5.8098], "homo_energy_ev": [-9.47, -11.49]}

=====

{"formula": "C41H59NO3S", "method": "ωB97M-V/def2-TZVPD", "symbols": ["H", "H", "C", "C", "H", "C", "H", "N", "C", "H", "H", "H", "C", "C", "C", "C", "O", "C", "O", "H", "C", "C", "C", "H", "H", "C", "H", "H", "H", "C", "C", "H", "C", "H", "C", "H", "C", "H", "H", "C", "C", "H", "H", "H", "H", "H", "H", "C", "C", "H", "H", "S", "H", "H", "C", "C", "H", "H", "H", "H", "H", "H", "H", "H", "C", "O", "C", "H", "H", "H", "H", "C", "C", "H", "H", "C", "C", "C", "H", "H", "H", "H", "C", "C", "H", "H", "H", "C", "H", "H", "H", "C", "C", "H", "C", "H", "C", "C", "H", "H", "H", "C", "H", "H", "C"], "xyz": [[-0.2340, -0.1071, -0.1495], [1.8017, 0.1809, -1.6779], [-0.0405, -0.7205, -1.0251], [2.0506, 6.2017, -4.0892], [1.8961, 5.2312, -4.5452], [-2.3586, -3.4829, 2.0921], [-1.8040, 0.6866, 5.0355], [0.2376, 1.4602, -2.0953], [2.8874, -1.5981, 0.6897], [1.1873, -1.7485, 2.6621], [2.5933, 9.6623, -2.4741], [2.2092, 3.3369, -1.2534], [-2.9633, 3.3070, 1.6175], [5.1092, 4.2063, -7.4084], [-6.0374, -7.7273, 4.8340], [0.7744, 0.0980, -2.0180], [-1.4761, 0.0121, -4.3454], [0.6341, -2.0372, -0.5674], [-0.5149, -2.1615, -4.9909], [-5.5986, -9.9585, 7.3412], [0.8426, -0.6217, -3.3765], [5.8921, 2.9374, -5.0662], [-6.5636, -6.6722, 5.5665], [0.2466, -2.8602, -1.1650], [1.7450, 0.3058, 0.8812], [-5.6927, -8.9105, 5.4724], [-3.1540, 4.0468, 2.3899], [-2.3782, 2.7618, 4.0360], [0.3198, -2.2433, 0.4575], [-1.6290, 2.1683, 3.5108], [-1.7856, 0.7187, 3.9459], [3.3882, 6.8746, -5.6235], [-0.7111, -0.2680, 3.4566], [2.4657, -3.1024, -0.7344], [-1.6911, -4.6215, 1.6650], [-4.0281, -4.7845, 4.7320], [0.7440, 0.2131, 3.4815], [3.7371, 9.0918, -4.5877], [-0.7534, -1.1239, 4.1315], [-2.7045, -5.8771, 3.4465], [4.6184, 2.7314, -5.5764], [1.0462, 0.2527, 4.5275], [3.2415, 0.2160, 1.7533], [3.9154, -1.3992, 0.3848], [-2.8393, -6.8106, 3.9780], [0.8568, 1.2080, 3.0585], [2.9565, 3.3381, -2.8592], [1.6091, 7.7635, -2.3151], [-1.8041, 2.3729, 1.9974], [-2.7553, 0.3679, 3.5883], [0.4723, 3.3245, -2.9185], [-0.7136, -1.1494, -4.0159], [-3.8748, 2.7512, 1.4114], [4.8037, 4.7024, -8.3206], [3.0834, 8.3705, -4.1147], [-6.7463, -6.8005, 6.9362], [-1.9879, -0.1221, -1.7987], [-1.9727, -1.5951, -0.8420], [-0.6588, 1.4065, -2.5702], [-0.6656, 2.5596, 3.8290], [-5.2854, -9.7347, 4.9010], [7.7714, 3.9346, -5.3353], [-3.7216, -2.6486, 3.5235], [1.4571, -1.5174, -3.3103], [2.3604, 2.7551, -2.1581], [-1.3623, -1.8575, -2.7603], [-5.8708, -9.0371, 6.8430], [-1.3484, -6.7105, 2.0086], [-1.9775, 1.4084, 1.5287], [-6.5391, -8.0822, 8.6431], [-2.7169, 3.8483, 0.7042], [-3.3728, -4.7370, 3.8715], [-1.8660, -5.8204, 2.3420], [1.2525, 2.1074, -3.8871], [-2.2183, -2.5468, 1.5669], [1.6947, -0.7927, 2.7920], [2.8878, 7.1261, -4.6970], [2.3664, -0.3675, 1.4682], [2.9546, -2.4191, 1.4021], [-1.0349, -4.5749, 0.8046], [-0.8937, 2.7986, 1.5918], [-6.8311, -5.7489, 5.0685], [-3.2008, -3.5387, 3.1934], [6.3844, 4.4109, -6.9002], [6.1950, 2.4468, -4.1502], [-0.9345, -0.6707, 2.4674], [7.0737, 5.0663, -7.4165], [1.0564, 2.4063, -2.8505], [1.2613, 0.0023, -4.1616], [3.2317, 3.2025, -7.1444], [-5.8951, -7.6268, 3.7655], [6.7764, 3.7756, -5.7302], [-6.3984, -7.9826, 7.5747], [1.1123, 8.0108, -1.3859], [2.1613, -2.0666, -0.5833], [2.9601, 1.8829, -1.9005], [4.2257, 3.3646, -6.7473], [-1.4179, -1.0235, -1.5798], [-7.1598, -5.9788, 7.5066], [3.9266, 2.0782, -5.0584], [2.5668, -1.5294, -1.4378], [1.4153, 6.5190, -2.8969], [2.5153, -0.9803, 3.4834], [0.7676, 5.7941, -2.4188], [2.4422, 8.6904, -2.9259]], "atomic_forces_ev_per_a": [[0.15, 0.33, 0.09], [0.01, 0.06, 0.16], [0.09, -0.39, 0.15], [0.00, -0.05, 0.01], [0.01, -0.01, 0.00], [0.03, 0.03, -0.03], [-0.07, -0.03, 0.11], [-0.09, -0.29, -0.27], [0.14, 0.43, -0.17], [-0.16, -0.08, -0.04], [0.00, 0.00, 0.00], [-0.11, 0.03, 0.09], [0.27, -0.11, -0.31], [0.00, 0.02, -0.01], [0.02, 0.01, -0.02], [-0.30, 0.57, -0.31], [-0.27, 0.46, 0.08], [0.07, 0.21, 0.08], [0.00, -0.31, -0.15], [0.00, -0.01, 0.00], [0.27, -0.28, 0.01], [0.00, 0.00, 0.02], [0.01, 0.02, -0.01], [0.04, -0.05, -0.18], [-0.23, -0.09, -0.19], [0.01, 0.00, 0.00], [-0.06, 0.07, 0.10], [-0.06, 0.03, 0.08], [-0.20, -0.02, 0.06], [-0.21, -0.03, -0.19], [0.33, -0.03, -0.05], [0.01, -0.01, 0.00], [0.15, 0.09, 0.13], [0.05, -0.08, -0.09], [0.02, 0.00, -0.01], [0.00, -0.02, 0.01], [0.00, -0.54, 0.01], [0.00, 0.01, 0.00], [-0.08, -0.26, -0.13], [-0.01, -0.03, 0.00], [-0.06, 0.00, 0.03], [0.00, 0.39, 0.12], [-0.01, 0.25, -0.09], [0.12, -0.04, 0.04], [-0.02, 0.00, 0.01], [0.03, 0.13, -0.11], [0.14, 0.18, 0.11], [0.01, 0.01, 0.00], [-0.23, 0.39, 0.27], [-0.14, -0.10, 0.13], [-0.10, 0.02, -0.10], [0.16, -0.01, -0.09], [-0.18, 0.01, 0.19], [0.00, 0.00, -0.01], [0.00, 0.01, 0.00], [0.01, 0.01, 0.01], [-0.03, 0.06, -0.11], [-0.17, -0.18, -0.07], [-0.07, 0.10, 0.13], [0.12, 0.01, 0.10], [0.01, 0.00, 0.00], [0.00, 0.01, 0.01], [0.01, 0.01, 0.00], [-0.02, -0.14, -0.01], [0.24, -0.04, -0.32], [0.10, -0.05, 0.08], [0.00, -0.01, 0.01], [0.01, 0.00, 0.00], [0.18, -0.18, -0.23], [0.00, 0.00, 0.01], [-0.08, 0.04, -0.07], [-0.02, 0.00, 0.02], [0.01, -0.01, 0.01], [0.03, -0.20, -0.06], [-0.01, 0.04, -0.02], [0.05, 0.37, 0.02], [0.02, 0.00, -0.03], [0.11, -0.30, 0.35], [-0.08, -0.17, 0.02], [0.00, 0.00, -0.01], [0.26, -0.13, -0.21], [-0.01, 0.00, -0.01], [0.00, 0.01, 0.01], [0.00, 0.00, 0.00], [0.00, -0.01, 0.00], [-0.13, 0.17, -0.21], [0.00, 0.00, 0.00], [-0.07, 0.27, 0.38], [0.06, 0.13, -0.04], [0.00, 0.00, 0.00], [0.00, 0.01, 0.00], [0.01, 0.01, 0.00], [0.00, 0.00, 0.01], [-0.01, 0.00, 0.00], [0.14, -0.29, 0.33], [-0.01, -0.11, 0.01], [-0.02, 0.01, 0.01], [-0.21, 0.04, 0.37], [0.00, 0.01, 0.00], [0.01, -0.01, 0.00], [-0.02, -0.01, -0.06], [-0.03, -0.05, 0.01], [0.07, -0.28, 0.04], [-0.01, 0.01, 0.00], [0.01, 0.00, 0.00]], "energy_ev": -61941.453, "de_lowest_ev": 0.000, "gap_ev": 9.941, "lumo_ev": 0.5193, "homo_energy_ev": -9.42}

=====

{"formula": "C5H6F2O", "method": "ωB97M-V/def2-TZVPD", "symbols": ["H", "C", "F", "H", "H", "H", "F", "C", "C", "H", "O", "H", "C", "C"], "xyz": [[-1.0654, 1.6543, -0.7482], [-0.0037, 0.2327, 0.1756], [-1.5506, -0.0788, -1.7613], [-0.8690, -0.6634, 1.8980], [3.1035, 0.8261, -1.8500], [0.3938, 0.4623, 2.3803], [-2.1914, -1.0644, -0.0333], [1.3198, 0.2925, -0.5528], [2.2333, 0.4713, -1.3483], [0.7270, -1.0763, 1.8484], [-0.5893, 1.5416, 0.1235], [-0.5445, -1.6243, -1.1076], [0.0470, -0.2478, 1.6567], [-1.0105, -0.7256, -0.6810]], "atomic_forces_ev_per_a": [[0.88, -0.28, 1.26], [-0.93, -0.08, -0.76], [1.03, 0.81, -0.27], [-2.12, -0.23, 0.69], [-0.01, -0.30, -0.20], [-0.23, 0.99, -0.04], [1.47, -0.07, 0.72], [0.52, 0.11, -1.34], [-1.61, -0.01, 2.06], [0.36, -0.19, -0.74], [-0.48, -0.39, -0.64], [0.06, 0.09, 0.62], [1.76, -0.31, -1.29], [-0.71, -0.14, -0.08]], "energy_ev": -12762.060, "de_lowest_ev": 1.951, "gap_ev": 11.400, "lumo_ev": 0.8720, "homo_energy_ev": -10.53}